Version i
A cluster of 3 separate species, C4H16N2O2 in total. Source: OMol25; level of theory: ωB97M-V/def2-TZVPD.

Last columns: bonded neighbours and bond lengths (Å).
Element x y z (Å)
1 C 0.77 -0.42 -1.77  C2 1.511, N6 1.568, H7 1.138, H8 1.120
2 C -0.74 -0.37 -1.66  C1 1.511, C3 1.520, H9 1.094, H10 1.129
3 C -1.26 -0.47 -0.24  C2 1.520, C4 1.326, H11 1.172
4 C -2.41 -1.03 0.13  C3 1.326, N5 1.458, H12 1.093
5 N -2.96 -1.07 1.47  C4 1.458, H13 1.043, H14 1.028, H15 1.032
6 N 1.40 0.99 -1.52  C1 1.568, H16 1.023, H17 1.076, H18 1.007
7 H 1.22 -1.26 -1.15  C1 1.138
8 H 1.04 -0.49 -2.85  C1 1.120
9 H -1.17 0.43 -2.27  C2 1.094
10 H -0.98 -1.36 -2.15  C2 1.129
11 H -0.66 0.06 0.62  C3 1.172
12 H -2.98 -1.74 -0.47  C4 1.093
13 H -3.99 -0.87 1.43  N5 1.043
14 H -2.89 -2.01 1.87  N5 1.028
15 H -2.53 -0.44 2.17  N5 1.032
16 H 0.72 1.66 -1.88  N6 1.023
17 H 1.52 1.25 -0.48  N6 1.076
18 H 2.19 1.11 -2.13  N6 1.007
19 H 3.19 -0.90 1.42  O21 0.969
20 H 3.50 0.10 2.45  O21 0.967
21 O 2.75 -0.17 1.90  H19 0.969, H20 0.967
22 H 1.71 1.39 1.52  O24 0.974
23 H 1.12 2.89 1.11  O24 0.960
24 O 1.21 1.95 0.91  H22 0.974, H23 0.960

Output
**Molar mass**: 124.18 u
**Net charge**: +2
**Kohn-Sham gap**: 11.96 eV

Here are the Mulliken charges for atoms 1 to 5, given in e: atom 1 (C): -0.601, atom 2 (C): -0.499, atom 3 (C): -0.046, atom 4 (C): -0.323, atom 5 (N): -0.276

=====

Version ii
A cluster of 2 separate species, C4H16N2O2 in total. Source: OMol25; level of theory: ωB97M-V/def2-TZVPD.

Last columns: bonded neighbours and bond lengths (Å).
Element x y z (Å)
1 C 0.87 0.43 1.56  O2 1.410, C3 1.543, H8 1.110, H9 1.106
2 O -0.37 0.57 2.23  C1 1.410, H10 0.949
3 C 0.75 1.18 0.21  C1 1.543, C4 1.538, N7 1.509, H11 1.087
4 C -0.07 0.43 -0.85  C3 1.538, C5 1.525, H12 1.107, H13 1.103
5 C -1.56 0.54 -0.54  C4 1.525, N6 1.518, H14 1.088, H15 1.090
6 N -1.96 -0.73 0.18  C5 1.518, H16 1.029, H17 1.023, H18 1.027
7 N 2.18 1.21 -0.28  C3 1.509, H19 1.027, H20 1.015, H21 1.026
8 H 1.71 0.85 2.14  C1 1.110
9 H 1.22 -0.62 1.50  C1 1.106
10 H -0.31 0.00 2.99  O2 0.949
11 H 0.34 2.16 0.40  C3 1.087
12 H 0.30 -0.55 -1.18  C4 1.107
13 H 0.04 0.92 -1.83  C4 1.103
14 H -2.14 0.77 -1.43  C5 1.088
15 H -1.81 1.33 0.17  C5 1.090
16 H -1.57 -0.68 1.13  N6 1.029
17 H -1.66 -1.50 -0.42  N6 1.023
18 H -2.96 -0.92 0.32  N6 1.027
19 H 2.28 1.55 -1.24  N7 1.027
20 H 2.78 1.80 0.29  N7 1.015
21 H 2.56 0.26 -0.35  N7 1.026
22 H 0.17 -3.61 -1.39  O24 0.976
23 H -0.62 -2.70 -2.23  O24 0.978
24 O -0.17 -2.69 -1.37  H22 0.976, H23 0.978

Output
**Molar mass**: 124.18 u
**Net charge**: +2
**Kohn-Sham gap**: 12.17 eV

Here are the Mulliken charges for atoms 1 to 5, given in e: atom 1 (C): -0.801, atom 2 (O): -0.578, atom 3 (C): -0.015, atom 4 (C): -0.840, atom 5 (C): -0.860

=====

Among the structures shown above, version ii is the most stable, with the second-best lying 20.7 kJ/mol higher.